Entry from the OMol25 dataset: C35H45CeF5N9O2 as an isolated structure in a non-equilibrium geometry (the ωB97M-V functional and the def2-TZVPD basis).

Geometry as ORCA input:
```
! RIJCOSX wB97M-V def2-TZVPD def2/J DEFGRID3
* xyz 2 2
Ce 0.934 0.594 -0.976
C 0.642 4.992 2.888
C 0.347 4.384 1.547
C -0.943 3.965 1.224
C -1.232 3.445 -0.029
C -0.230 3.317 -0.989
C 1.068 3.731 -0.674
C 1.342 4.264 0.579
H -0.056 4.636 3.646
H 0.540 6.078 2.837
H 1.661 4.777 3.206
H -1.739 4.098 1.948
H -2.257 3.208 -0.286
H -0.490 3.057 -2.008
H 1.837 3.746 -1.438
H 2.338 4.632 0.797
C 3.261 -1.442 0.833
N 1.953 -1.896 0.320
C 1.173 -2.393 1.460
C 2.193 -2.993 -0.642
C 2.267 -2.484 -2.071
N 1.039 -1.773 -2.470
C 1.194 -1.314 -3.864
C -0.109 -2.686 -2.447
H 3.749 -2.237 1.407
H 3.128 -0.581 1.485
H 3.914 -1.158 0.009
H 1.693 -3.206 1.980
H 0.203 -2.771 1.130
H 1.012 -1.582 2.173
H 1.398 -3.734 -0.555
H 3.126 -3.513 -0.406
H 2.450 -3.336 -2.738
H 3.103 -1.786 -2.173
H 1.229 -2.163 -4.557
H 2.118 -0.751 -3.971
H 0.353 -0.676 -4.133
H 0.079 -3.567 -3.074
H -0.988 -2.173 -2.835
H -0.316 -3.025 -1.431
N -1.433 -0.418 0.226
C -2.590 -0.052 -0.630
C -3.852 -0.893 -0.363
C -3.723 -2.436 -0.476
C -4.811 -3.103 -1.337
N -4.664 -2.725 -2.733
C -4.640 -3.512 -3.792
N -5.103 -4.767 -3.749
N -4.112 -3.035 -4.924
C -2.071 -0.006 -2.087
O -2.766 -0.419 -3.015
O -0.901 0.475 -2.204
H -1.258 -1.412 0.094
H -1.729 -0.329 1.193
H -2.841 0.985 -0.393
H -4.643 -0.532 -1.024
H -4.171 -0.650 0.652
H -3.796 -2.878 0.517
H -2.748 -2.715 -0.889
H -5.794 -2.793 -0.977
H -4.736 -4.186 -1.230
H -4.251 -1.794 -2.883
H -5.687 -5.060 -2.985
H -5.149 -5.320 -4.588
H -3.732 -2.099 -4.935
H -4.213 -3.519 -5.799
N -1.589 0.540 9.891
C -1.147 0.748 8.852
C -0.598 0.978 7.549
C -1.437 1.022 6.438
C -0.904 1.203 5.176
C 0.471 1.333 5.010
C 1.306 1.314 6.120
C 0.774 1.143 7.385
N 1.028 1.455 3.701
C 2.329 1.774 3.377
C 2.421 1.680 2.027
N 1.204 1.288 1.502
C 0.402 1.165 2.541
H -2.505 0.917 6.567
H -1.577 1.258 4.332
H 2.377 1.417 6.015
H 1.425 1.131 8.248
H 3.066 2.062 4.103
H 3.279 1.867 1.400
H -0.636 0.904 2.474
F 4.896 0.576 -1.228
C 4.302 1.097 -2.332
C 2.924 1.228 -2.323
C 2.427 1.767 -3.498
F 1.056 1.914 -3.550
C 3.164 2.134 -4.603
F 2.587 2.619 -5.698
C 4.542 1.964 -4.546
F 5.293 2.286 -5.580
C 5.119 1.446 -3.394
F 6.433 1.280 -3.328
*
```

Properties
HOMO (spin up / spin down) (eV): -13.22 / -13.22
Kohn-Sham gap (spin up / spin down) (Eh): 0.318 / 0.318
Total energy (Ha): -2978.08331



Entry from the OMol25 dataset: an isolated ion of composition C9H13N3 and charge +2 in a non-equilibrium geometry (the ωB97M-V functional and the def2-TZVPD basis).

Geometry as ORCA input:
```
! RIJCOSX wB97M-V def2-TZVPD def2/J DEFGRID3
* xyz 2 1
C 0.513 -0.411 2.388
C 1.142 0.939 2.226
C -0.615 -0.279 -2.282
C -1.714 -1.131 -1.408
C 1.295 1.321 0.688
C 0.059 0.787 -1.534
C -0.070 -1.782 0.299
C -0.942 0.211 0.362
C 1.034 -0.924 0.122
N -1.275 -0.995 -0.025
N 0.649 -1.270 1.429
N 0.393 0.445 0.011
H -0.120 -0.610 3.210
H 0.483 1.622 2.722
H 2.131 0.968 2.775
H 0.125 -0.909 -2.714
H -1.071 0.187 -3.143
H -2.693 -0.595 -1.500
H -1.453 -2.147 -1.588
H 1.067 2.474 0.602
H 2.301 1.230 0.499
H 1.110 0.961 -2.006
H -0.631 1.795 -1.635
H -0.072 -2.814 0.058
H -1.649 0.925 0.441
*
```

Properties
HOMO (spin up / spin down) (eV): -17.38 / -17.60
Kohn-Sham gap (spin up / spin down) (Eh): 0.229 / 0.238
Total energy (Ha): -514.04092



Entry from the OMol25 dataset: a single C5H10N2 molecule in a non-equilibrium geometry (the ωB97M-V functional and the def2-TZVPD basis).

Geometry as ORCA input:
```
! RIJCOSX wB97M-V def2-TZVPD def2/J DEFGRID3
* xyz 0 1
C 1.602 1.546 0.854
N 1.143 0.421 1.175
C 0.741 -0.618 0.339
C 1.577 -1.234 -0.496
C -0.737 -0.971 0.500
C -1.648 0.176 0.045
N -1.575 0.501 -1.372
H 2.359 2.001 1.494
H 1.146 2.182 0.083
H 1.134 -1.970 -1.150
H 2.597 -0.895 -0.608
H -0.930 -1.979 0.144
H -0.755 -0.956 1.601
H -2.669 -0.133 0.283
H -1.370 1.044 0.639
H -0.810 1.128 -1.530
H -1.805 -0.243 -2.001
*
```

Properties
HOMO (eV): -8.39
Kohn-Sham gap (Eh): 0.336
Total energy (Ha): -305.94102
Structure (SMILES): C=NC(=C)CCN



Copy entry 3 word for word.
Entry from the OMol25 dataset: a single C5H10N2 molecule in a non-equilibrium geometry (the ωB97M-V functional and the def2-TZVPD basis).

Geometry as ORCA input:
```
! RIJCOSX wB97M-V def2-TZVPD def2/J DEFGRID3
* xyz 0 1
C 1.602 1.546 0.854
N 1.143 0.421 1.175
C 0.741 -0.618 0.339
C 1.577 -1.234 -0.496
C -0.737 -0.971 0.500
C -1.648 0.176 0.045
N -1.575 0.501 -1.372
H 2.359 2.001 1.494
H 1.146 2.182 0.083
H 1.134 -1.970 -1.150
H 2.597 -0.895 -0.608
H -0.930 -1.979 0.144
H -0.755 -0.956 1.601
H -2.669 -0.133 0.283
H -1.370 1.044 0.639
H -0.810 1.128 -1.530
H -1.805 -0.243 -2.001
*
```

Properties
HOMO (eV): -8.39
Kohn-Sham gap (Eh): 0.336
Total energy (Ha): -305.94102
Structure (SMILES): C=NC(=C)CCN